A cluster of 6 separate species, C41H52F3N6O13P4 in total at a distorted geometry. Source: the OMol25 dataset; level of theory: the ωB97M-V functional and the def2-TZVPD basis.

Positions of all 119 atoms, in Å:
C: 1.521 -0.869 0.415
C: 1.487 0.500 -0.311
C: 1.098 1.615 0.714
C: -0.402 2.019 0.488
C: -1.366 1.355 1.513
C: -2.251 0.171 1.020
P: -3.927 0.746 0.247
C: -4.606 -1.019 0.023
C: -4.769 -1.659 -1.353
C: -3.663 -2.648 -1.737
F: -3.131 -3.429 -0.812
C: -3.302 -2.718 -2.985
F: -2.042 -2.899 -3.331
F: -4.149 -2.666 -3.965
P: -4.695 0.975 2.376
N: -4.833 -0.354 3.277
P: -5.868 1.728 -0.390
C: -5.425 3.401 -1.142
O: -6.648 0.837 -1.602
P: -3.003 0.925 -1.826
O: -1.593 0.076 -2.167
O: -4.033 1.280 -3.126
H: 1.539 -1.712 -0.282
H: 2.421 -0.898 1.055
H: 0.659 -0.901 1.092
H: 0.778 0.523 -1.139
H: 2.495 0.723 -0.679
H: 1.708 2.499 0.485
H: 1.280 1.337 1.752
H: -0.671 1.941 -0.563
H: -0.422 3.100 0.711
H: -1.953 2.149 1.976
H: -0.739 0.936 2.315
H: -1.716 -0.538 0.377
H: -2.414 -0.390 1.957
H: -3.424 2.115 0.413
H: -3.952 -1.683 0.610
H: -5.569 -1.071 0.549
H: -5.649 -2.331 -1.261
H: -5.021 -1.040 -2.211
H: -3.874 1.904 3.098
H: -5.976 1.597 2.405
H: -4.535 -1.140 2.709
H: -4.345 3.571 -1.125
H: -5.735 3.325 -2.195
H: -6.004 4.188 -0.660
H: -6.630 1.296 -2.440
H: -1.526 -0.837 -1.859
H: -3.548 1.702 -3.826
C: 7.238 4.263 -2.307
C: 6.937 5.494 -1.750
C: 6.193 5.564 -0.588
C: 5.760 4.395 0.013
C: 6.038 3.159 -0.543
C: 6.783 3.100 -1.712
N: 5.012 4.491 1.272
O: 4.789 5.601 1.693
O: 4.692 3.476 1.854
H: 7.828 4.211 -3.212
H: 7.290 6.401 -2.220
H: 5.968 6.527 -0.155
H: 5.688 2.247 -0.082
H: 7.011 2.141 -2.156
C: 6.751 1.022 5.878
C: 6.505 -0.338 5.948
C: 5.482 -0.894 5.205
C: 4.712 -0.084 4.386
C: 4.947 1.283 4.311
C: 5.971 1.829 5.068
N: 3.648 -0.724 3.609
O: 3.504 -1.918 3.761
O: 2.959 -0.074 2.871
H: 7.555 1.456 6.459
H: 7.113 -0.966 6.584
H: 5.295 -1.955 5.269
H: 4.354 1.935 3.685
H: 6.163 2.892 5.020
C: 2.077 -4.586 2.253
C: 1.196 -5.207 1.380
C: 1.669 -6.116 0.449
C: 3.022 -6.396 0.406
C: 3.912 -5.777 1.265
C: 3.434 -4.868 2.193
N: 3.523 -7.375 -0.562
O: 2.726 -7.885 -1.312
O: 4.707 -7.622 -0.553
H: 1.707 -3.879 2.984
H: 0.140 -4.984 1.428
H: 0.978 -6.596 -0.228
H: 4.968 -5.995 1.225
H: 4.118 -4.379 2.872
C: -7.214 -2.382 2.326
C: -7.134 -3.373 3.292
C: -7.860 -4.544 3.146
C: -8.657 -4.710 2.027
C: -8.751 -3.726 1.058
C: -8.025 -2.557 1.211
N: -9.406 -5.957 1.859
O: -9.319 -6.791 2.731
O: -10.069 -6.088 0.855
H: -6.638 -1.468 2.442
H: -6.503 -3.232 4.158
H: -7.793 -5.312 3.903
H: -9.377 -3.857 0.189
H: -8.087 -1.780 0.460
C: 1.811 3.979 -7.862
C: 1.554 3.210 -6.738
C: 2.467 3.171 -5.698
C: 3.628 3.911 -5.797
C: 3.899 4.679 -6.918
C: 2.986 4.711 -7.953
N: 4.596 3.905 -4.698
O: 4.379 3.221 -3.724
O: 5.581 4.601 -4.826
H: 1.091 4.010 -8.670
H: 0.643 2.643 -6.670
H: 2.258 2.570 -4.826
H: 4.811 5.253 -6.992
H: 3.186 5.309 -8.832

Properties
Total charge: -1
HOMO-LUMO gap (eV): 3.9

=====

A structure of composition C41H53CdGeN6O7S2Si3 at a distorted geometry. Source: the OMol25 dataset; level of theory: the ωB97M-V functional and the def2-TZVPD basis.

Positions of all 114 atoms, in Å:
Cd: -0.317 -0.378 0.300
C: -4.333 -1.462 -0.977
O: -5.158 -0.578 -0.215
C: -4.627 0.621 0.172
C: -5.470 1.703 0.154
C: -5.045 2.973 0.585
C: -3.744 3.117 1.002
C: -2.846 2.033 1.011
C: -1.515 2.314 1.518
N: -0.536 1.497 1.557
N: 0.569 1.914 2.299
C: 1.605 1.141 2.089
O: 1.740 0.220 1.197
C: 2.740 1.338 3.049
C: 3.089 2.603 3.513
C: 4.131 2.752 4.419
C: 4.824 1.635 4.876
C: 4.469 0.371 4.418
C: 3.434 0.220 3.502
C: -3.274 0.721 0.628
O: -2.538 -0.326 0.694
H: -5.013 -2.053 -1.593
H: -3.758 -2.118 -0.328
H: -3.641 -0.913 -1.618
H: -6.482 1.546 -0.204
H: -5.726 3.816 0.568
H: -3.383 4.086 1.340
H: -1.348 3.305 1.944
H: 2.531 3.461 3.151
H: 4.403 3.739 4.772
H: 5.632 1.750 5.590
H: 4.998 -0.506 4.774
H: 3.134 -0.764 3.153
N: -3.897 0.124 6.082
C: -2.958 -0.632 5.354
C: -2.953 -2.023 5.434
C: -2.025 -2.766 4.718
C: -1.094 -2.115 3.927
C: -1.072 -0.725 3.866
C: -1.998 0.011 4.573
S: 0.087 -3.039 2.998
O: -0.197 -4.433 3.207
O: 1.393 -2.554 3.382
N: -0.219 -2.470 1.529
C: -0.800 -3.146 0.497
N: -0.731 -2.456 -0.681
C: -1.316 -2.970 -1.755
C: -1.946 -4.194 -1.728
C: -1.969 -4.828 -0.489
N: -1.429 -4.337 0.616
H: -4.752 -0.371 6.270
H: -4.083 1.026 5.677
H: -3.692 -2.524 6.053
H: -2.025 -3.849 4.746
H: -0.334 -0.214 3.260
H: -1.986 1.097 4.507
H: -1.270 -2.365 -2.657
H: -2.412 -4.616 -2.607
H: -2.474 -5.785 -0.375
C: 3.285 -2.638 0.284
Si: 3.671 -1.138 -0.739
C: 4.880 -1.709 -2.083
C: 4.739 0.076 0.214
Ge: 1.731 -0.118 -1.754
Si: 1.515 -1.211 -3.908
C: 2.907 -0.784 -5.112
C: 1.632 -3.079 -3.601
C: -0.031 -0.937 -4.937
Si: 2.513 2.070 -2.227
C: 4.197 2.071 -3.078
C: 2.700 3.120 -0.687
C: 1.376 2.982 -3.400
H: 4.178 -2.974 0.825
H: 2.940 -3.459 -0.356
H: 2.503 -2.427 1.019
H: 5.811 -2.034 -1.597
H: 5.127 -0.889 -2.767
H: 4.495 -2.545 -2.676
H: 5.404 -0.477 0.891
H: 4.149 0.768 0.816
H: 5.361 0.655 -0.478
H: 3.900 -0.924 -4.673
H: 2.825 0.259 -5.448
H: 2.821 -1.436 -5.992
H: 2.670 -3.416 -3.675
H: 1.039 -3.643 -4.332
H: 1.273 -3.346 -2.599
H: 0.105 -0.075 -5.602
H: -0.908 -0.727 -4.315
H: -0.224 -1.825 -5.553
H: 4.971 1.595 -2.464
H: 4.492 3.113 -3.261
H: 4.162 1.546 -4.040
H: 3.583 2.819 -0.111
H: 1.828 3.023 -0.028
H: 2.809 4.174 -0.970
H: 1.141 2.370 -4.282
H: 1.847 3.915 -3.735
H: 0.422 3.221 -2.919
O: -2.997 7.091 -3.997
C: -3.282 5.923 -4.642
O: -3.872 5.992 -5.687
C: -2.825 4.673 -3.993
C: -2.897 3.482 -4.719
C: -2.470 2.284 -4.179
C: -1.943 2.208 -2.869
S: -1.384 0.714 -2.206
C: -1.917 3.411 -2.131
C: -2.340 4.604 -2.683
H: -2.464 6.891 -3.220
H: -3.292 3.527 -5.727
H: -2.530 1.369 -4.761
H: -1.576 3.373 -1.102
H: -2.312 5.484 -2.046

Properties
Total charge: -2
Multiplicity: 2
Relative energy (zero: lowest compared OMol25 entry of this formula, charge and spin) (kcal per mole): 12.1
HOMO-LUMO gap (spin up / spin down) (eV): 6.4 / 5.6

=====

A structure of composition C41H53FIIrN2SSi at a distorted geometry. Source: the OMol25 dataset; level of theory: the ωB97M-V functional and the def2-TZVPD basis.

Positions of all 101 atoms, in Å:
Ir: 0.378 1.034 0.638
C: -1.403 -5.451 -1.481
C: -1.889 -4.727 -0.214
C: -2.646 -5.716 0.684
C: -2.859 -3.622 -0.636
C: -0.674 -4.173 0.528
C: 0.311 -5.062 1.002
C: 1.450 -4.618 1.642
C: 1.624 -3.245 1.799
S: 2.967 -2.375 2.466
C: 2.181 -0.880 2.069
N: 1.026 -1.007 1.504
C: 0.672 -2.345 1.329
C: -0.485 -2.817 0.710
C: 2.745 0.439 2.311
C: 3.919 0.596 3.048
C: 4.425 1.859 3.284
C: 3.735 2.962 2.794
C: 2.564 2.798 2.066
C: 2.039 1.537 1.783
H: -2.257 -5.738 -2.101
H: -0.843 -6.358 -1.238
H: -0.753 -4.798 -2.071
H: -3.490 -6.144 0.137
H: -3.033 -5.210 1.573
H: -2.006 -6.537 1.012
H: -3.710 -4.065 -1.157
H: -2.384 -2.913 -1.322
H: -3.244 -3.074 0.229
H: 0.189 -6.128 0.852
H: 2.194 -5.318 1.999
H: -1.198 -2.093 0.347
H: 4.426 -0.279 3.445
H: 5.339 1.988 3.850
H: 4.115 3.960 2.978
H: 2.062 3.689 1.718
C: 3.561 -0.176 -1.489
C: 2.181 -0.427 -2.118
C: 2.350 -0.648 -3.631
C: 1.691 -1.754 -1.524
Si: 1.009 1.063 -1.672
C: 1.946 2.717 -2.169
C: 0.964 3.893 -2.273
C: 2.953 3.099 -1.090
C: 2.691 2.621 -3.512
C: -0.653 0.948 -2.673
C: -1.709 1.887 -2.069
C: -1.219 -0.479 -2.561
C: -0.492 1.288 -4.161
H: 4.186 -1.070 -1.615
H: 3.480 0.031 -0.415
H: 4.085 0.658 -1.954
H: 3.140 -1.393 -3.793
H: 2.629 0.252 -4.174
H: 1.436 -1.050 -4.077
H: 2.362 -2.564 -1.843
H: 0.680 -2.027 -1.828
H: 1.717 -1.717 -0.438
H: 0.394 4.022 -1.355
H: 0.268 3.784 -3.106
H: 1.530 4.820 -2.443
H: 2.448 3.261 -0.153
H: 3.461 4.032 -1.380
H: 3.719 2.339 -0.926
H: 2.041 2.304 -4.331
H: 3.541 1.940 -3.463
H: 3.087 3.612 -3.774
H: -1.874 1.670 -1.011
H: -2.665 1.756 -2.597
H: -1.430 2.936 -2.146
H: -1.254 -0.816 -1.516
H: -0.625 -1.200 -3.126
H: -2.242 -0.508 -2.962
H: -0.245 2.338 -4.317
H: -1.441 1.093 -4.680
H: 0.277 0.685 -4.645
F: -4.154 3.108 5.112
C: -3.273 3.083 4.086
C: -1.927 3.208 4.351
C: -1.033 3.169 3.287
C: -1.461 3.012 1.968
C: -0.481 2.982 0.847
C: -2.834 2.906 1.751
C: -3.746 2.937 2.800
H: -1.590 3.342 5.372
H: 0.032 3.265 3.480
H: 0.373 3.625 1.040
H: -0.932 3.244 -0.102
H: -3.201 2.812 0.732
H: -4.813 2.864 2.624
I: -5.784 -0.714 0.344
C: -4.046 -0.412 1.456
C: -4.046 -0.544 2.832
C: -2.854 -0.319 3.500
C: -1.725 0.021 2.774
N: -1.727 0.130 1.449
C: -2.871 -0.085 0.797
H: -4.947 -0.812 3.369
H: -2.798 -0.413 4.577
H: -0.777 0.212 3.269
H: -2.850 -0.014 -0.283

Properties
HOMO-LUMO gap (eV): 6.9

=====

A cluster of 12 separate species, C41H53N11O6S in total at a distorted geometry. Source: the OMol25 dataset; level of theory: the ωB97M-V functional and the def2-TZVPD basis.

Positions of all 112 atoms, in Å:
S: -0.012 -0.056 0.338
O: -0.313 -0.963 -0.776
O: 1.054 -0.676 1.156
O: 0.447 1.263 0.003
O: -1.187 0.035 1.149
N: -0.777 3.638 -0.368
C: -0.528 4.432 -1.475
C: -0.923 5.730 -1.168
C: -1.682 5.683 0.110
C: -1.458 4.285 0.645
H: -0.464 2.628 -0.275
H: 0.242 4.044 -2.312
H: -0.864 6.666 -1.671
H: -1.965 6.491 0.799
H: -1.652 3.959 1.624
N: -1.750 1.528 3.040
C: -3.020 1.943 3.633
C: -2.586 2.694 4.939
C: -1.106 2.852 4.815
C: -0.672 2.093 3.608
H: -1.541 0.937 2.150
H: -4.022 1.771 3.376
H: -3.212 3.131 5.573
H: -0.316 3.507 5.452
H: 0.244 1.895 3.268
N: 3.203 -1.850 0.577
C: 3.520 -3.145 0.930
C: 4.910 -3.391 0.676
C: 5.407 -2.288 -0.336
C: 4.290 -1.274 -0.183
H: 2.194 -1.324 0.839
H: 2.890 -3.485 1.706
H: 5.517 -4.131 0.841
H: 6.238 -2.203 -0.859
H: 4.183 -0.260 -0.603
N: -0.312 -3.521 0.058
C: -1.012 -4.542 -0.532
C: -0.774 -5.791 0.333
C: 0.095 -5.293 1.430
C: 0.260 -3.848 1.316
H: -0.303 -2.471 -0.279
H: -1.449 -4.322 -1.437
H: -1.077 -6.738 0.128
H: 0.544 -5.977 2.300
H: 0.675 -2.952 1.896
N: -3.417 -1.347 1.245
C: -3.528 -2.465 0.422
C: -4.850 -3.140 0.940
C: -5.358 -2.250 1.982
C: -4.553 -1.075 2.079
H: -2.567 -0.827 1.266
H: -2.724 -2.703 -0.274
H: -5.261 -4.007 0.432
H: -6.191 -2.515 2.623
H: -4.780 -0.207 2.872
N: 1.632 -1.191 3.751
C: 2.860 -1.837 4.207
C: 2.670 -1.999 5.676
C: 1.333 -1.371 6.005
C: 0.649 -0.972 4.694
H: 1.530 -0.872 2.677
H: 3.638 -2.148 3.300
H: 3.427 -2.420 6.365
H: 0.951 -1.223 7.029
H: -0.158 -0.427 4.369
N: -1.859 -0.293 -3.527
C: -1.606 0.766 -4.408
C: -2.940 1.161 -5.314
C: -3.775 -0.019 -4.920
C: -3.113 -0.787 -3.845
H: -1.187 -0.649 -2.834
H: -0.849 1.290 -4.132
H: -3.095 2.108 -5.938
H: -4.706 -0.342 -5.258
H: -3.196 -1.768 -3.279
N: 0.771 -2.355 -3.605
C: 1.909 -3.083 -3.522
C: 2.187 -3.589 -4.892
C: 1.037 -3.241 -5.759
C: 0.103 -2.473 -4.844
H: 0.399 -1.908 -2.655
H: 2.340 -2.867 -2.411
H: 3.175 -4.145 -5.092
H: 0.454 -3.646 -6.676
H: -0.708 -2.046 -4.877
N: 2.364 2.563 1.352
C: 3.535 1.705 1.683
C: 4.298 2.665 2.569
C: 3.608 3.987 2.594
C: 2.305 3.828 1.831
H: 1.596 2.141 0.677
H: 3.607 0.682 1.350
H: 5.179 2.649 3.194
H: 4.040 4.968 3.032
H: 1.575 4.475 1.228
N: 2.042 1.792 -2.931
C: 2.626 2.985 -3.085
C: 3.426 3.006 -4.412
C: 3.292 1.674 -5.041
C: 2.246 0.977 -3.990
H: 1.371 1.572 -2.070
H: 2.360 3.670 -2.234
H: 3.982 3.902 -4.761
H: 3.471 1.036 -5.793
H: 1.695 -0.035 -4.035
C: -3.720 1.380 -0.236
N: -5.093 2.044 -0.118
O: -5.722 1.998 0.889
O: -5.462 2.507 -1.179
H: -3.789 0.419 -0.684
H: -3.403 1.501 0.673
H: -2.997 2.109 -0.793

Properties
Total charge: -2
Relative energy (zero: lowest compared OMol25 entry of this formula, charge and spin) (kcal per mole): 47.6
HOMO-LUMO gap (eV): 7.7

=====

Number 1: M 1017.79 g/mol. Number 2: M 1075.32 g/mol. Number 3: M 972.16 g/mol. Number 4: M 828.01 g/mol.